No. 1
2 unconnected molecules or ions with the total composition C2H3IN2O2, computed with ωB97M-V with the def2-TZVPD basis set.

Atoms and positions in Å:
C1 1.051 -0.015 0.722
C2 -1.539 -0.102 0.226
N1 0.977 0.916 -0.120
N2 -1.783 -1.071 -0.370
O1 0.532 2.060 -0.126
O2 -1.917 -2.169 -0.816
I1 2.205 0.337 -1.937
H1 0.489 0.159 1.663
H2 1.497 -0.987 0.339
H3 -1.512 0.872 0.420

## Properties
Frontier orbital gap, hartree: 0.2938
SMILES: C=[N+]([O-])I.C#[N+][O-]
HOMO energy, eV: -9.66
Max |F|, eV Å⁻¹: 4.3


No. 2
2 unconnected molecules or ions with the total composition C2H3IN4, computed with ωB97M-V with the def2-TZVPD basis set.

Atoms and positions in Å:
C1 1.456 0.312 0.915
C2 0.620 0.725 -0.976
N1 1.578 1.162 -0.218
N2 0.463 -0.549 0.888
N3 -0.108 -0.282 -0.277
N4 -1.089 -0.936 -0.769
I1 -3.879 -0.309 0.506
H1 2.005 0.332 1.854
H2 0.405 1.079 -1.878
H3 -1.450 -1.534 -0.045

## Properties
<S²>: 2.017
Frontier orbital gap (spin up / spin down), hartree: 0.3539 / 0.2444
2S+1: 3
HOMO energy (spin up / spin down), eV: -8.67 / -10.04
Max |F|, eV Å⁻¹: 5.1


No. 3
A gas-phase ion, C2H3INO2 (charge +1), computed with ωB97M-V with the def2-TZVPD basis set.

Atoms and positions in Å:
C1 0.314 1.498 0.176
C2 -1.018 -0.593 0.018
N1 0.180 0.312 -0.095
O1 0.531 2.576 0.299
O2 1.304 -0.199 -0.860
I1 2.772 -1.120 0.252
H1 -0.884 -1.475 0.779
H2 -1.241 -1.058 -0.957
H3 -1.958 0.060 0.388

## Properties
Frontier orbital gap, hartree: 0.2970
SMILES: C[N+](=C=O)OI
Net charge: +1
HOMO energy, eV: -14.60
Max |F|, eV Å⁻¹: 5.2


No. 4
C2H3IO in the gas phase, computed with ωB97M-V with the def2-TZVPD basis set.

Atoms and positions in Å:
C1 -1.458 0.973 0.002
C2 -0.221 0.155 -0.001
O1 -1.518 2.191 -0.024
I1 -3.268 -0.197 -0.002
H1 -0.164 -0.572 0.885
H2 0.724 0.639 0.012
H3 -0.365 -0.375 -0.932

## Properties
Frontier orbital gap, hartree: 0.3786
SMILES: CC(=O)I
HOMO energy, eV: -9.84
Max |F|, eV Å⁻¹: 3.9


No. 5
2 unconnected molecules or ions with the total composition C2H3IO, computed with ωB97M-V with the def2-TZVPD basis set.

Atoms and positions in Å:
C1 -0.650 0.254 0.522
C2 0.433 0.058 -0.479
O1 -0.120 1.268 -0.265
I1 2.461 -0.328 -0.042
H1 -1.717 -0.141 0.352
H2 -0.381 0.067 1.679
H3 -0.028 -1.178 -1.767

## Properties
Frontier orbital gap, hartree: 0.3215
HOMO energy, eV: -9.36
Max |F|, eV Å⁻¹: 4.5


No. 6
C2H3IO3 in the gas phase, computed with ωB97M-V with the def2-TZVPD basis set.

Atoms and positions in Å:
C1 -0.042 -0.143 -0.410
C2 1.343 -0.147 0.264
O1 -0.566 -1.114 -0.883
O2 -0.661 0.982 -0.040
O3 -1.976 1.087 -0.467
I1 -3.159 -0.242 0.393
H1 1.986 0.368 -0.387
H2 1.273 0.285 1.195
H3 1.802 -1.077 0.335

## Properties
Frontier orbital gap, hartree: 0.3132
SMILES: CC(=O)OOI
HOMO energy, eV: -9.50
Max |F|, eV Å⁻¹: 3.3


No. 7
C2H3IOS2 in the gas phase, computed with ωB97M-V with the def2-TZVPD basis set.

Atoms and positions in Å:
C1 -0.020 0.284 0.071
C2 -0.862 -1.064 -0.783
O1 -0.340 0.642 1.169
S1 2.355 1.929 0.799
S2 1.560 0.608 -0.569
I1 -2.555 -1.738 0.293
H1 -0.029 -1.850 -0.661
H2 -1.203 -0.650 -1.727
H3 1.095 1.840 1.409

## Properties
Frontier orbital gap, hartree: 0.3236
SMILES: O=C(CI)SS
HOMO energy, eV: -9.01
Max |F|, eV Å⁻¹: 3.9


No. 8
A molecular structure, C2H3InLiO2, computed with ωB97M-V with the def2-TZVPD basis set.

Atoms and positions in Å:
H1 -0.115 -0.716 1.348
O1 0.656 -1.764 0.920
C1 0.364 -1.209 -0.197
C2 -0.537 -0.168 0.202
O2 -0.503 1.125 -0.217
In1 -0.015 2.158 -1.715
Li1 0.735 2.323 0.598
H2 0.984 -1.250 -1.085
H3 -1.570 -0.500 0.146

## Properties
Frontier orbital gap (spin up / spin down), hartree: 0.3191 / 0.2441
Net charge: +3
HOMO energy (spin up / spin down), eV: -26.12 / -25.84
Max |F|, eV Å⁻¹: 6.1


No. 9
A molecular structure, C2H3InO2, computed with ωB97M-V with the def2-TZVPD basis set.

Atoms and positions in Å:
O1 1.430 -0.316 -0.497
In1 -0.158 0.863 0.312
O2 0.671 -1.058 0.354
C1 -2.061 -0.819 -0.169
C2 -2.228 0.404 -0.430
H1 -2.319 -1.500 0.641
H2 -0.360 -1.682 -0.002
H3 -2.934 1.208 -0.231

## Properties
Frontier orbital gap (spin up / spin down), hartree: 0.2511 / 0.3042
Net charge: +2
HOMO energy (spin up / spin down), eV: -20.71 / -22.39
Max |F|, eV Å⁻¹: 4.3


No. 10
A molecular structure, C2H3LaLiO, computed with ωB97M-V with the def2-TZVPD basis set.

Atoms and positions in Å:
O1 1.771 1.093 0.225
C1 1.040 0.644 -0.734
La1 0.722 0.065 2.094
Li1 0.119 -1.926 -0.793
H1 1.026 1.313 -1.628
C2 -1.144 -0.330 0.461
H2 -1.944 -1.014 0.794
H3 -1.589 0.154 -0.419

## Properties
<S²>: 0.799
Frontier orbital gap (spin up / spin down), hartree: 0.2477 / 0.2351
2S+1: 2
Net charge: +2
HOMO energy (spin up / spin down), eV: -16.36 / -16.08
Max |F|, eV Å⁻¹: 2.9